Entry from OMol25: a cluster of 5 separate species, C24H27F3O2 in total in a non-equilibrium geometry (ωB97M-V with the def2-TZVPD basis set).

Properties
- <S²>: 0.7685
- Orbital gap (alpha / beta): 6.18 / 1.83 eV
- HOMO energy (alpha / beta): -10.602 / -10.602 eV
- Lowest unoccupied orbital energy (alpha / beta): -4.42 / -8.77 eV
- Net charge: +1
- Spin multiplicity: 2

XYZ file:
```
56
Properties=species:S:1:pos:R:3:mulliken_spin:R:1
H 2.4308 1.8232 -0.1263 0.000
C -0.5302 0.4672 1.3840 0.002
H -1.5607 0.4083 1.0336 -0.004
C -3.9129 1.1893 -2.9605 0.000
C -2.8309 -0.9679 4.3752 0.283
H -3.2928 -0.5398 6.5189 0.005
H -4.5910 0.5542 1.8490 0.005
C -4.8557 0.9151 3.8713 0.271
C 1.8770 -3.9211 -0.6992 0.000
C 3.8836 -2.8608 0.1327 0.000
C 3.6677 3.2886 -1.0880 0.000
H -0.1550 1.4906 1.3797 0.001
C 4.5966 3.4489 -2.1334 0.000
H -4.4484 3.6770 -1.0847 0.000
C -4.4920 0.5743 5.2021 0.170
H -3.3348 3.0672 -0.0193 0.000
H 5.5310 -3.0144 -1.3079 0.000
O 1.5424 -0.4144 0.7118 0.005
H 2.0580 -3.0674 1.1758 0.000
C 4.9641 2.3487 -2.9441 0.000
F -5.9595 1.6660 3.6537 0.071
O -3.7024 0.6840 -0.6193 0.001
C -3.4667 -0.3284 5.4742 0.019
H -0.3452 0.0306 2.3654 0.003
H 5.7113 2.4814 -3.7126 0.000
H -2.8548 3.4790 -1.7506 0.000
H -2.1650 -1.8069 4.5129 0.005
C 2.5700 -3.2368 0.2400 0.000
C 0.3482 -0.2986 0.4369 0.002
F 0.5199 -4.1331 -0.5808 0.000
H 1.8886 -4.5792 -2.6927 0.000
C -3.5801 3.0180 -1.0802 0.000
H -4.9620 1.0338 6.0590 0.000
C -3.2020 -0.6061 3.0866 0.114
H 3.4660 4.1561 -0.4771 0.000
H 2.9598 -0.0215 -1.5568 0.000
C -0.2375 -1.0632 -0.8005 0.001
C 3.4655 0.9209 -1.7074 0.000
C 4.4854 -3.1580 -1.0789 0.000
C 2.4827 -4.1622 -1.8929 0.000
C -3.8239 1.5537 -1.4717 0.000
C 3.8149 -3.8240 -2.1379 0.000
H 0.5947 -1.5177 -1.3380 0.000
H 4.3352 -2.4801 1.0369 0.000
H -2.7271 -0.9912 2.1964 0.036
C 3.1336 2.0188 -0.9227 0.000
C -4.1968 0.3327 2.8297 0.010
H 5.1282 4.3788 -2.2719 0.000
H -3.1254 1.6490 -3.5577 0.000
H 4.2927 -4.1750 -3.0406 0.000
H -0.7494 -0.3698 -1.4677 0.000
H -0.8725 -1.8405 -0.3752 0.000
F 4.6203 0.0184 -3.4305 0.000
H -4.8679 1.4813 -3.3975 0.000
H -3.8169 0.1074 -3.0525 0.000
C 4.2913 1.1157 -2.7486 0.000
```

Entry from OMol25: a cluster of 2 separate species, C6H16ClN4 in total in a non-equilibrium geometry (ωB97M-V with the def2-TZVPD basis set).

Properties
- Relative energy (zero: lowest compared OMol25 entry of this formula, charge and spin): 1.632 eV
- Orbital gap: 8.69 eV
- HOMO energy: -12.069 eV
- Lowest unoccupied orbital energy: -3.38 eV
- Net charge: +1
- Spin multiplicity: 1

XYZ file:
```
27
Properties=species:S:1:pos:R:3:nbo_charge:R:1
C -2.6900 0.0075 0.6683 -0.723
N 0.8164 1.2829 -1.3740 -0.522
H -0.5677 2.4695 -0.2249 0.239
C 1.7153 0.4539 1.2260 0.243
H -2.4689 -0.3338 1.6328 0.240
N 0.7900 1.4512 0.9152 -0.559
Cl 3.2946 0.4678 0.0002 -0.250
H -0.3398 2.3538 -2.5880 0.212
N -2.2607 -1.7271 -0.7850 -0.735
H -2.6133 1.1109 0.5717 0.226
H 1.0244 -2.8489 1.6028 0.216
H -1.8896 -2.4231 -1.4576 0.401
C -1.6328 -0.8022 -0.1133 0.075
C 0.2434 1.4765 -2.6418 -0.438
N 1.1303 -0.8073 1.1588 -0.612
H 2.5216 -2.4172 1.1145 0.199
H -0.3663 0.7044 -3.2235 0.238
C 0.2696 1.7630 -0.2791 0.421
C 1.7975 -2.0413 1.6949 -0.391
H 0.5551 -0.9590 0.3308 0.416
H 0.5592 2.0011 1.7135 0.435
H 2.1283 -1.7854 2.6284 0.204
H 1.7633 0.7721 -1.3197 0.456
H -3.2221 -2.0569 -0.5188 0.365
H -3.7612 -0.4731 0.5438 0.191
H 1.0040 1.7418 -3.3884 0.234
H 2.1995 0.6189 2.1124 0.219
```

Entry from OMol25: a structure of composition C38H58BiCl3N7O4P2Si2Te (ωB97M-V with the def2-TZVPD basis set).

Properties
- Relative energy (zero: lowest compared OMol25 entry of this formula, charge and spin): 0.000 eV
- Orbital gap: 6.82 eV
- HOMO energy: -10.273 eV
- Lowest unoccupied orbital energy: -3.46 eV
- Net charge: +1
- Spin multiplicity: 1

XYZ file:
```
116
Properties=species:S:1:pos:R:3:lowdin_charge:R:1
C 3.4276 1.6645 0.4853 -0.254
H -0.0910 -3.6352 3.0879 0.049
H -0.6114 -1.8863 5.8816 0.031
H 2.8165 -1.2156 -3.8709 0.092
H -6.6354 -1.1944 -0.7496 0.031
Te -2.3099 0.5514 1.7239 1.325
C 2.3696 1.0388 3.8798 -0.574
H 3.3492 -1.3809 1.5037 0.101
C 1.6699 1.1048 -3.0544 -0.085
O 0.5059 -2.8199 -0.4783 -0.356
H 0.8312 -0.6938 -5.2254 0.072
C -3.4510 -3.2744 3.3711 -0.168
H 1.3817 5.1118 -0.9004 0.121
H 3.3836 4.0629 -2.3350 0.121
H -3.6427 -0.5862 -0.2606 -0.003
H -2.0880 -2.7960 -0.1827 0.052
H 3.3484 -0.7610 -2.2425 0.091
H 0.8374 -5.7445 -4.0818 0.085
H -2.6426 0.4598 -3.1984 0.070
C -2.4860 -3.4588 -0.9486 -0.095
C 2.2101 3.7748 3.5607 -0.142
H 0.2991 -1.9384 2.8841 -0.036
H 0.6642 -4.0120 -4.4192 0.076
H 4.2422 1.3901 4.8535 0.112
H -3.8352 -1.5692 1.1895 -0.010
H -5.2160 1.2401 3.2652 0.023
H -1.5805 2.0017 -0.8074 0.071
H 5.8690 -0.4505 1.1858 0.105
H -2.3122 -2.0785 6.3062 0.038
Cl 2.4298 -0.6704 4.1780 0.756
C -2.2525 0.2718 -4.1952 -0.072
C 2.5134 -1.1621 -2.8194 -0.073
C -3.8891 -0.5500 0.8048 -0.558
H -1.2040 4.5884 -1.4470 0.107
C 6.2760 7.2724 -0.8102 -0.174
C 3.8987 4.5064 -1.4927 -0.016
O -0.1310 -2.3339 -2.9101 -0.260
C 1.2238 -4.7481 -3.8471 -0.092
C 1.7792 -5.4550 -1.5610 -0.075
H -1.0582 -5.8541 -2.8386 0.070
O 0.3389 0.7448 2.6269 -0.519
H 2.2698 -4.7061 -4.1590 0.093
H -0.7038 -1.2961 -5.8734 0.093
H -4.3977 -2.7528 3.5293 0.027
H 2.1240 4.8479 3.4631 0.115
H 5.6177 2.0880 0.3499 0.121
C 4.9591 0.0970 1.0054 -0.040
N 2.7355 0.5270 0.8845 -0.101
H -6.0389 -0.3233 3.3836 0.032
Cl 4.6324 4.2161 4.6585 0.699
C 5.4067 6.1485 -0.6046 -0.217
C 3.3985 1.8333 4.3452 -0.119
H -6.5284 2.3327 0.0305 0.037
C -5.5510 1.8464 0.0172 -0.181
H 1.9006 1.1494 -4.1241 0.092
N -1.3986 -4.2056 -1.5754 -0.282
C 0.8714 4.1699 -0.7845 -0.020
N 6.9724 8.1710 -0.9752 0.173
C -0.4978 -2.6734 2.7627 -0.197
H 5.7459 6.0749 1.5168 0.127
H -3.4835 -4.1848 3.9721 0.035
C -0.4634 3.9058 -1.0655 -0.058
C -2.4369 -0.3856 3.6244 -0.526
H 4.2595 4.1330 1.8563 0.081
H 1.2878 -6.4298 -1.6335 0.090
H -3.4081 -3.5814 2.3241 0.012
N 0.4579 2.0072 -0.2594 -0.141
C 3.6413 -0.3964 1.1670 -0.176
H -3.0337 -2.8554 -1.6809 0.092
H 2.5380 1.4520 -2.4925 0.082
C 2.8212 2.8184 0.0195 -0.039
Si -5.5884 0.2491 0.9957 0.392
Bi 0.4545 -0.0648 0.5694 1.768
H -2.1831 -4.6462 -3.5097 0.094
C 1.4478 2.9882 -0.2927 -0.290
C 1.1991 2.9503 3.1003 -0.561
Si -1.9640 -2.2088 3.8398 0.445
N 1.1317 -4.4676 -2.4219 -0.310
H 0.8345 1.7705 -2.8423 0.077
C 4.7472 5.5801 -1.6926 -0.004
C -5.9608 0.5940 2.7961 -0.184
H 2.8211 -5.5650 -1.8661 0.092
H -7.8554 -0.4923 0.3097 0.036
H 1.7550 -5.1164 -0.5271 0.081
N 1.3676 -0.2712 -2.6425 -0.289
H -0.7526 -2.7822 1.7068 -0.011
Cl -0.2285 3.6788 2.4487 0.772
H -3.1796 -4.1614 -0.4848 0.093
H -5.2866 1.6711 -1.0281 0.029
H -2.8632 -0.4943 -4.6823 0.091
C 3.7158 3.9836 -0.2149 -0.181
C 4.3938 4.5448 0.8645 -0.003
C 4.8276 1.3943 0.5861 0.011
H -2.3130 1.1907 -4.7804 0.093
H -6.8959 -1.8616 0.8633 0.032
C -1.8501 -5.1478 -2.5941 -0.082
N -0.8597 -0.1473 -4.1040 -0.295
P -0.2120 -0.7343 -2.7314 0.450
H 4.9023 5.9821 -2.6841 0.126
H -2.6890 -5.7145 -2.1915 0.092
C -0.2204 -0.4493 -5.3776 -0.082
H 2.3021 -2.1628 -2.4529 0.057
H -3.4895 -0.2614 3.8899 -0.005
C 1.2702 1.5428 3.1685 -0.466
H -1.3484 -3.4914 5.8776 0.036
H -6.9226 1.1072 2.8738 0.040
P 0.0522 -3.4555 -1.7316 0.458
C -6.8574 -0.9346 0.2873 -0.176
C -0.6706 2.5736 -0.7295 -0.230
H -4.8300 2.5541 0.4337 0.023
H -1.8559 0.2564 4.2872 0.018
C -1.5231 -2.4399 5.6443 -0.172
C 3.3202 3.2023 4.1486 -0.680
O -1.0242 -0.3395 -1.5444 -0.428
H -0.2752 0.4206 -6.0341 0.096
C 5.2301 5.6322 0.6760 0.007
```

no.,calculated total energy (eV)
1,-37562.915
2,-24955.064
3,-144004.121